A structure of composition C24H72O18 at a distorted geometry. Source: the Open Molecules 2025 dataset; level of theory: ωB97M-V with the def2-TZVPD basis set.

Each line ends with the Löwdin charge.
Element x y z (Å)
1 C -0.958 -1.098 -2.986  -0.07
2 C -1.968 -1.074 -4.198  -0.18
3 O -2.221 0.278 -4.730  -0.12
4 H -0.367 -0.184 -3.055  0.09
5 H -0.358 -2.008 -2.968  0.09
6 H -1.545 -0.972 -2.076  0.02
7 H -2.891 -1.501 -3.805  0.10
8 H -1.647 -1.540 -5.130  0.11
9 H -2.122 0.378 -5.679  0.09
10 C -1.764 2.917 0.781  -0.07
11 C -1.015 4.233 0.733  -0.29
12 O -0.658 4.663 2.007  -0.08
13 H -2.848 3.034 0.772  0.09
14 H -1.390 2.331 1.620  0.08
15 H -1.648 2.424 -0.184  0.03
16 H -1.588 4.970 0.172  0.13
17 H -0.060 3.922 0.310  0.10
18 H 0.215 5.058 2.073  0.09
19 C -0.403 0.489 -0.595  -0.05
20 C 0.597 0.597 0.558  -0.17
21 O 0.674 -0.621 1.265  -0.10
22 H -0.120 -0.285 -1.308  0.05
23 H -0.345 1.346 -1.265  0.05
24 H -1.406 0.361 -0.186  0.03
25 H 0.348 1.424 1.222  0.08
26 H 1.592 0.894 0.225  0.06
27 H -0.067 -0.744 1.863  -0.06
28 C -2.756 -0.628 1.149  -0.06
29 C -2.102 -1.930 1.496  -0.17
30 O -0.854 -1.608 1.978  -0.10
31 H -2.639 -0.137 0.183  -0.01
32 H -2.537 0.036 1.985  0.08
33 H -3.790 -0.785 1.458  0.11
34 H -2.192 -2.563 0.613  0.12
35 H -2.713 -2.493 2.203  0.14
36 H -1.014 -1.301 2.874  0.00
37 C -3.057 0.216 -1.403  -0.10
38 C -3.086 1.712 -1.830  -0.22
39 O -4.397 1.880 -2.379  -0.06
40 H -2.078 -0.117 -1.060  0.00
41 H -3.249 -0.365 -2.305  0.08
42 H -3.829 0.193 -0.634  0.10
43 H -2.335 1.837 -2.609  0.07
44 H -3.002 2.398 -0.987  0.09
45 H -4.435 1.371 -3.192  0.08
46 C 2.699 2.134 -1.555  -0.06
47 C 3.846 1.288 -2.014  -0.24
48 O 3.590 0.674 -3.295  -0.10
49 H 2.190 1.636 -0.730  0.04
50 H 1.888 2.260 -2.273  0.01
51 H 3.005 3.120 -1.207  0.10
52 H 3.828 0.415 -1.361  0.05
53 H 4.790 1.833 -2.049  0.12
54 H 4.328 0.124 -3.567  0.09
55 C 2.535 -1.458 -1.400  -0.18
56 C 3.114 -0.958 -0.052  -0.17
57 O 2.616 -1.582 1.115  -0.14
58 O 2.624 -2.883 -1.625  -0.05
59 H 3.096 -1.008 -2.219  0.10
60 H 1.473 -1.215 -1.424  0.08
61 H 2.691 0.046 -0.044  0.06
62 H 4.204 -0.976 -0.061  0.13
63 H 1.880 -1.099 1.497  -0.03
64 H 2.238 -3.043 -2.489  0.08
65 C 0.148 -2.691 -0.890  -0.24
66 C -0.645 -4.001 -0.728  -0.18
67 O 0.339 -5.036 -0.583  -0.09
68 O 0.854 -2.351 0.286  -0.05
69 H -0.647 -1.994 -1.155  0.06
70 H 0.855 -2.717 -1.718  0.07
71 H -1.129 -4.332 -1.647  0.12
72 H -1.353 -4.025 0.100  0.10
73 H -0.188 -5.769 -0.909  0.10
74 H 0.458 -1.593 0.722  -0.13
75 C 0.887 -2.866 3.012  -0.19
76 C 0.364 -4.257 2.784  -0.14
77 O 0.629 -4.596 1.356  -0.08
78 O 2.294 -2.746 2.587  -0.06
79 H 0.831 -2.399 3.995  0.09
80 H 0.162 -2.242 2.487  0.00
81 H -0.651 -4.238 3.182  0.11
82 H 0.837 -5.061 3.347  0.11
83 H -0.200 -4.855 0.948  0.03
84 H 2.641 -1.976 3.043  0.08
85 C -0.900 0.276 3.908  -0.09
86 C -0.053 -0.285 5.033  -0.20
87 O -0.596 -0.218 6.366  -0.04
88 O -1.953 -0.621 3.444  -0.13
89 H -0.304 0.513 3.027  0.11
90 H -1.489 1.089 4.332  0.15
91 H 0.824 0.358 5.099  0.09
92 H 0.296 -1.291 4.799  0.09
93 H -0.905 -1.086 6.638  0.08
94 H -2.798 -0.267 3.729  0.15
95 C 0.382 2.574 -3.299  -0.21
96 C -0.045 2.415 -4.714  -0.22
97 O -0.876 3.460 -5.158  -0.04
98 O -0.672 2.290 -2.408  -0.12
99 H 0.686 3.585 -3.028  0.15
100 H 1.241 1.947 -3.059  0.07
101 H -0.668 1.536 -4.880  0.09
102 H 0.890 2.382 -5.273  0.14
103 H -1.787 3.338 -4.884  0.09
104 H -1.247 1.745 -2.950  0.02
105 C 1.892 2.694 2.116  -0.24
106 C 2.096 1.238 2.796  -0.12
107 O 2.063 1.198 4.239  -0.09
108 O 2.233 2.649 0.848  -0.12
109 H 2.464 3.442 2.663  0.13
110 H 0.886 3.113 2.078  0.09
111 H 3.037 0.741 2.560  0.14
112 H 1.349 0.556 2.390  0.06
113 H 2.614 0.471 4.538  0.10
114 H 2.245 3.580 0.614  0.11

Force components x, y, z for each atom (eV/Å):
-1.550 0.731 -2.804
0.851 0.632 -0.739
-0.622 0.253 1.752
0.450 -0.424 -0.329
-0.194 0.444 -0.412
0.597 -0.885 -1.347
-0.242 -0.008 -0.623
0.235 -1.076 0.664
0.011 -0.686 0.011
-0.678 0.410 -0.298
0.939 -1.157 -0.461
-0.830 0.718 1.961
-0.152 0.216 0.969
-0.330 -0.126 -0.151
0.935 0.086 0.824
0.405 0.193 -0.183
-0.013 0.529 -1.200
-0.192 0.108 -0.429
2.459 -0.006 1.577
-0.901 0.611 -1.508
2.063 11.104 1.313
0.081 0.088 1.326
-0.083 -0.416 1.490
2.550 0.735 0.597
-0.672 -0.403 -0.189
-1.275 -0.769 0.510
-0.254 1.610 -0.572
-1.825 0.779 1.891
-2.122 0.480 -1.614
-6.611 -4.627 -1.308
-0.471 -1.652 2.679
0.300 0.498 -1.616
-0.900 0.137 -1.101
1.266 0.060 0.038
0.252 0.144 0.525
-0.853 -1.489 0.275
-1.338 1.581 -1.734
-1.442 -1.935 -0.966
-0.025 0.747 0.083
-1.992 0.183 -1.238
-0.897 0.150 0.290
-0.371 -0.580 -1.062
-2.801 0.530 0.929
-0.182 -0.230 -0.944
-0.004 -0.083 -0.123
-0.323 0.087 -0.022
0.117 -1.214 -0.503
-0.476 1.083 -0.910
0.737 0.621 -1.171
2.612 0.435 1.649
0.152 -0.075 -0.204
1.242 0.954 0.162
0.068 -0.115 0.180
0.168 0.078 0.204
0.893 -0.952 -0.035
-1.650 -0.551 0.349
7.500 2.411 -3.541
1.387 0.335 0.372
-0.476 0.183 0.182
0.586 0.733 -0.333
1.494 -0.100 -0.194
0.081 -0.016 0.080
1.179 -0.187 -0.602
0.453 -0.142 -0.215
-1.962 -0.737 2.346
1.986 -0.161 -1.738
-1.152 -1.374 -3.602
-2.051 -6.519 -6.212
0.368 -0.042 0.860
-1.251 -0.791 0.302
-0.823 0.886 -0.290
-0.073 0.231 -0.051
0.710 -0.850 -0.170
-0.398 -1.467 -1.930
2.728 -0.313 0.652
1.464 -0.410 -0.543
-1.032 0.359 5.896
-2.490 -3.422 4.843
0.031 -1.547 0.687
3.533 -2.428 0.469
-0.761 -0.225 -0.765
0.385 0.214 0.307
0.643 -0.226 1.147
0.220 -0.258 -0.079
-1.411 0.384 1.735
0.527 0.118 1.008
-0.573 -0.104 -0.699
-1.520 1.947 5.657
-0.173 0.565 0.498
0.777 0.742 -0.318
-0.741 -0.344 -0.187
-0.306 0.302 0.280
-0.117 -0.046 -0.080
-0.055 -0.257 0.406
-0.234 0.408 -0.030
-0.186 0.171 -0.243
0.141 1.260 -0.635
0.819 1.844 -1.963
0.217 0.251 -0.591
-1.659 -0.769 -2.058
1.052 -0.519 0.385
-0.297 0.116 -0.609
0.049 -0.208 0.165
0.895 -0.375 -0.098
-0.730 -0.899 5.302
0.070 0.556 0.103
0.432 1.612 -0.653
2.148 1.013 -2.691
0.442 -0.091 0.506
-0.619 -0.816 1.459
0.307 0.716 -0.919
0.735 0.725 1.035
0.274 0.077 -0.170
0.344 -0.072 -0.924

***

The molecule C11H15NS at a distorted geometry. Source: the Open Molecules 2025 dataset; level of theory: ωB97M-V with the def2-TZVPD basis set.

Each line ends with the Löwdin charge.
Element x y z (Å)
1 C -2.067 0.280 -2.111  0.11
2 C -1.193 0.313 -1.080  -0.31
3 C -0.944 1.485 -0.226  -0.08
4 C 0.279 0.931 0.544  -0.25
5 C 1.520 1.099 -0.451  -0.12
6 C 1.135 0.018 -1.500  -0.10
7 C -0.103 -0.644 -0.898  -0.27
8 N -0.292 -2.244 -1.382  0.18
9 C -0.505 -3.344 -1.800  -0.76
10 S -0.797 -4.902 -2.335  0.50
11 C 0.043 -0.605 0.626  -0.45
12 C 1.322 -1.271 1.202  -0.01
13 C -1.163 -1.024 1.468  -0.02
14 H -2.194 -0.542 -2.658  0.01
15 H -2.879 1.062 -2.285  0.10
16 H -0.509 2.255 -0.895  0.14
17 H -1.787 1.697 0.445  0.14
18 H 0.526 1.577 1.362  0.13
19 H 2.509 0.812 0.217  0.15
20 H 1.743 2.122 -0.955  0.14
21 H 0.857 0.465 -2.499  0.15
22 H 1.822 -0.730 -1.598  0.08
23 H 1.111 -2.332 1.236  0.08
24 H 1.442 -0.956 2.199  0.07
25 H 2.186 -1.020 0.533  0.08
26 H -1.089 -2.059 1.774  0.07
27 H -2.126 -0.965 0.897  0.10
28 H -1.263 -0.352 2.450  0.14

Force components x, y, z for each atom (eV/Å):
-0.628 3.584 3.256
-3.304 -0.198 -4.211
1.525 -0.376 0.493
0.967 1.956 -0.938
1.580 -0.462 1.259
-1.430 1.611 -0.744
-0.049 -3.579 0.477
-0.245 1.295 -0.207
-0.050 0.258 0.166
0.479 2.429 0.818
1.864 0.929 1.228
-0.745 -0.217 -2.425
-1.220 1.582 0.919
-0.185 -3.305 -2.322
1.450 -0.837 0.457
-1.201 0.348 0.766
0.232 0.496 -0.496
-0.199 -0.404 1.286
-2.316 0.801 -2.088
-0.801 -1.629 1.229
0.514 -0.623 1.052
2.273 -1.747 -0.628
0.427 -0.402 -0.176
0.478 0.618 1.209
-0.606 -0.675 1.094
0.184 -0.207 0.144
0.742 0.213 0.520
0.265 -1.458 -2.138

Its SMILES is C=C1C[C@@H]2CC[C@@]1(N=C=S)C2(C)C.

***

Energy: -62875.94387, -23972.56788 (eV)
Energy relative to the best compared isomer or geometry (same formula, charge and spin): 2934.6, 326.9 (kJ/mol)